A molecular structure, C35H41Br3N3OPSSnTe, computed with ωB97M-V/def2-TZVPD.

Geometry as XYZ:
```
87
Properties=species:S:1:pos:R:3:mulliken_spin:R:1
Sn 0.0225 0.7244 0.2038 0.005
Br 2.0764 -2.7031 -1.5209 0.000
C 2.4188 -3.3537 0.2676 0.001
Br 1.0291 -2.7565 1.4859 0.004
H 3.3759 -2.9511 0.5980 0.000
H 2.4207 -4.4432 0.2481 0.000
C -1.9011 3.8686 1.8635 0.002
P -0.3282 3.3822 1.0466 -0.004
C 0.9093 3.9302 2.2724 0.002
C -0.1439 4.7592 -0.1576 -0.001
H -1.7666 4.8304 2.3544 0.000
H -2.1928 3.1136 2.5901 -0.002
H -2.6966 3.9509 1.1273 0.000
H 0.7099 4.9571 2.5750 0.000
H 1.8987 3.8587 1.8231 0.000
H 0.8759 3.2806 3.1412 0.000
H -0.3654 5.7037 0.3352 0.000
H -0.8214 4.6255 -0.9947 0.000
H 0.8766 4.7799 -0.5335 0.000
S -3.3969 3.2254 -2.8406 0.000
C -4.2002 2.5672 -1.4748 -0.001
C -3.3172 1.9101 -0.6812 0.001
N -2.0405 1.9105 -1.1335 0.002
C -1.9344 2.5549 -2.2512 -0.001
H -5.2528 2.7081 -1.3350 0.000
H -3.5300 1.4133 0.2478 -0.001
H -1.0070 2.6719 -2.7735 0.000
C -5.4870 4.0216 4.7668 0.000
C -4.6400 2.8373 4.4236 0.001
C -3.4159 2.6274 5.0378 0.001
C -2.6092 1.5435 4.7141 -0.009
C -1.3065 1.3530 5.4247 0.022
C -3.0433 0.6458 3.7415 0.048
Te -1.8924 -1.0651 3.2173 0.401
N -0.2117 0.3637 2.4717 0.420
C 1.0650 0.4718 2.6717 0.012
O 1.7944 0.8432 1.6671 0.037
C 1.7480 0.3081 3.9676 -0.049
C 2.8736 1.0980 4.2000 0.000
C 3.5118 1.0549 5.4240 0.001
C 3.0440 0.2098 6.4163 -0.002
C 1.9403 -0.5963 6.1824 0.017
C 1.2965 -0.5505 4.9606 0.024
C -3.2560 -2.2463 4.4699 0.059
C -3.7797 -1.7684 5.6607 -0.007
C -4.6963 -2.5165 6.3783 -0.011
C -5.0908 -3.7560 5.9036 0.020
C -4.5539 -4.2414 4.7251 -0.007
C -3.6204 -3.5112 4.0035 0.037
C -3.0401 -4.0762 2.7415 0.027
C -4.2916 0.8128 3.1412 -0.069
C -4.8320 -0.1991 2.1788 0.049
C -5.0657 1.9106 3.4828 0.000
H -5.0105 4.6316 5.5297 0.000
H -6.4604 3.6983 5.1322 0.000
H -5.6551 4.6390 3.8849 0.000
H -3.0806 3.3204 5.7942 0.000
H -1.2132 2.0353 6.2661 0.000
H -0.4687 1.5254 4.7501 -0.012
H -1.2195 0.3322 5.8014 0.001
H 3.2256 1.7483 3.4155 0.000
H 4.3681 1.6839 5.6157 0.000
H 3.5363 0.1747 7.3758 0.000
H 1.5758 -1.2512 6.9607 0.001
H 0.4427 -1.1922 4.7647 -0.008
H -3.4836 -0.7930 6.0248 0.008
H -5.0899 -2.1425 7.3103 0.000
H -5.7971 -4.3511 6.4618 0.002
H -4.8518 -5.2152 4.3640 0.002
H -3.3473 -5.1125 2.6200 0.000
H -1.9496 -4.0345 2.7654 -0.001
H -3.3776 -3.5182 1.8647 -0.005
H -4.0732 -0.4915 1.4485 -0.021
H -5.7036 0.1818 1.6521 0.001
H -5.1326 -1.0983 2.7198 -0.005
H -6.0271 2.0422 3.0123 0.000
Br -2.4160 -2.1765 -4.6223 0.000
C -1.0177 -0.9561 -4.2453 0.001
C -0.3490 -0.3011 -5.2701 0.000
C 0.6528 0.5913 -4.9274 0.001
C 0.9357 0.7913 -3.5857 -0.001
N 0.2738 0.1799 -2.6135 0.006
C -0.6775 -0.6787 -2.9305 0.001
H -0.6015 -0.4770 -6.3036 0.000
H 1.2013 1.1151 -5.6938 0.000
H 1.7171 1.4671 -3.2694 0.000
H -1.1907 -1.1623 -2.1056 0.000
```

<S²>: 0.76
charge: +1
gap between HOMO and LUMO (alpha / beta): 7.54 / 6.20 eV
spin multiplicity: 2
lowest unoccupied orbital energy (alpha / beta): -2.486 / -4.136 eV
molar mass: 1068.80 g/mol
highest occupied orbital energy (alpha / beta): -10.0 / -10.3 eV


A gas-phase ion, C5H7N3P (charge +1), computed with ωB97M-V/def2-TZVPD.

Geometry as XYZ:
```
16
Properties=species:S:1:pos:R:3:nbo_charge:R:1
P 3.1755 -0.1843 -0.2307 0.399
C 1.4503 -0.2257 0.0495 -0.150
C 0.6823 -1.3065 0.1358 -0.090
N -0.5996 -0.9070 0.0450 -0.279
C -1.8725 -1.3535 0.0214 -0.072
C -2.6363 -0.2641 -0.3332 -0.045
N -1.8772 0.8599 -0.2058 -0.496
C -0.6426 0.4481 -0.0095 0.534
N 0.6151 0.9408 -0.0815 -0.523
H 3.2762 -1.1718 0.9027 0.032
H 3.2274 0.9970 0.7506 0.001
H 0.8410 -2.3389 0.0703 0.254
H -2.3080 -2.3822 -0.1107 0.272
H -3.6833 -0.3405 -0.2719 0.249
H -2.3384 1.6967 -0.0004 0.452
H 0.8814 1.9394 0.0418 0.463
```

energy above the lowest of the compared OMol25 structures with the same formula, charge and spin: 0.000 eV
charge: +1
gap between HOMO and LUMO: 9.91 eV
lowest unoccupied orbital energy: -2.963 eV
molar mass: 140.11 g/mol
highest occupied orbital energy: -12.9 eV


A molecular structure, C14H14BaF3IN2O2, computed with ωB97M-V/def2-TZVPD.

Geometry as XYZ:
```
37
Properties=species:S:1:pos:R:3:nbo_charge:R:1
C 2.8304 3.1858 1.1052 -0.691
C 3.6022 1.9271 0.6533 -0.685
H 2.2062 3.6451 0.3192 0.227
H 3.5452 3.9639 1.3978 0.256
H 2.2052 3.0271 2.0001 0.230
H 3.4922 1.7160 -0.4239 0.200
H 4.6731 2.0984 0.8172 0.255
H 3.3710 1.0225 1.2401 0.221
C -2.7279 1.4204 -0.7930 0.046
C -3.9932 1.1465 -1.3209 -0.242
C -4.1444 -0.0063 -2.0948 -0.152
C -3.0329 -0.8289 -2.2924 -0.226
H -2.5423 2.3275 -0.2046 0.244
H -4.8114 1.8345 -1.1191 0.235
H -5.1066 -0.2724 -2.5318 0.227
H -3.0926 -1.7213 -2.9117 0.215
N -1.6652 0.6181 -0.9548 -0.510
C -1.8039 -0.5240 -1.6694 0.171
C -0.6553 -1.4739 -1.7058 0.167
N 0.5158 -1.0731 -1.1555 -0.498
C 1.5221 -1.9566 -1.0466 0.069
C 0.2520 -3.6906 -2.1156 -0.151
C 1.4353 -3.2810 -1.4997 -0.242
H 2.4412 -1.5986 -0.5667 0.200
H 2.2842 -3.9466 -1.3657 0.231
C -0.7960 -2.7777 -2.2307 -0.218
H -1.7347 -3.0523 -2.7045 0.218
H 0.1353 -4.7037 -2.4908 0.228
Ba 0.8207 1.3457 0.4388 1.802
I -0.7989 4.2060 1.0206 -0.881
F -0.0633 -0.3551 5.1525 -0.305
C 0.1641 0.0501 3.8888 0.867
F -0.9041 0.8417 3.4874 -0.344
F 1.2510 0.9029 3.9159 -0.351
C 0.3346 -1.1088 2.8411 0.691
O -0.2419 -2.1581 3.0950 -0.610
O 1.0326 -0.7504 1.8252 -0.895
```

gap between HOMO and LUMO: 7.28 eV
lowest unoccupied orbital energy: -0.728 eV
molar mass: 563.50 g/mol
highest occupied orbital energy: -8.0 eV


2 unconnected molecules or ions with the total composition C5H11O3, computed with ωB97M-V/def2-TZVPD.

Geometry as XYZ:
```
19
Properties=species:S:1:pos:R:3:nbo_charge:R:1
C -1.3178 -1.1386 -1.4571 0.094
C -0.9466 -1.7951 -0.0670 -0.647
C -2.3873 -0.1021 -1.6040 -0.651
O -0.0810 -0.6479 -1.9418 -0.760
H -1.7176 -2.0447 -1.9764 0.179
H -1.0904 -2.9025 0.0781 0.209
H -3.3989 -0.5182 -1.5272 0.206
H -2.5235 0.8052 -0.9973 0.204
H -2.2821 0.4573 -2.5337 0.230
H 0.4278 -0.0273 -1.3703 0.505
H -1.3954 -1.3207 0.8247 0.192
H 0.1246 -1.7807 0.1512 0.226
C 0.5607 1.8103 2.1111 -0.740
C 1.4302 0.9638 1.2703 0.749
O 0.9594 0.5753 0.1909 -0.539
O 2.6161 0.6151 1.5703 -0.219
H 0.9780 1.8526 3.1260 0.236
H -0.3694 1.2065 2.0399 0.262
H 0.2565 2.7659 1.7606 0.263
```

<S²>: 0.76
energy above the lowest of the compared OMol25 structures with the same formula, charge and spin: 1.679 eV
gap between HOMO and LUMO (alpha / beta): 10.21 / 5.89 eV
spin multiplicity: 2
lowest unoccupied orbital energy (alpha / beta): 0.603 / -3.715 eV
molar mass: 119.14 g/mol
highest occupied orbital energy (alpha / beta): -9.6 / -9.6 eV